{
  "formula": "C11H20N2S",
  "method": "ωB97M-V with the def2-TZVPD basis set",
  "homo_lumo_gap_ev": [3.735, 4.059],
  "lumo_energy_ev": [-2.6683, -2.5919],
  "e_above_lowest_kj_mol": 648.6,
  "e_homo_ha": [-0.2353, -0.2444],
  "species": ["C", "C", "C", "C", "C", "C", "C", "C", "C", "C", "C", "N", "N", "S", "H", "H", "H", "H", "H", "H", "H", "H", "H", "H", "H", "H", "H", "H", "H", "H", "H", "H", "H", "H"],
  "positions_angstrom": [[0.987, 0.008, 0.137], [-0.231, 0.658, 0.400], [-0.812, 0.905, -0.973], [1.327, 0.126, -1.213], [2.588, -0.395, -1.798], [0.214, 0.592, -1.867], [-2.084, 1.569, -1.285], [-0.337, 0.192, 2.826], [-0.865, 2.438, 1.942], [2.183, -2.849, -1.950], [-0.910, 0.898, 1.676], [2.299, -1.555, -2.562], [-1.791, -2.437, -1.270], [-1.114, -2.349, -2.842], [1.712, -0.394, 0.858], [3.157, -0.735, -0.888], [3.160, 0.289, -2.439], [1.627, -1.518, -3.322], [0.213, 0.506, -2.957], [-2.962, 1.061, -0.742], [-2.354, 1.496, -2.381], [-2.066, 2.568, -0.872], [-0.297, -0.870, 2.746], [-0.883, 0.457, 3.675], [0.730, 0.676, 2.965], [-1.905, 2.656, 2.329], [-0.479, 2.925, 1.050], [-0.193, 2.651, 2.724], [2.982, -3.625, -2.199], [1.247, -3.371, -2.322], [2.127, -2.897, -0.813], [-1.919, 0.638, 1.523], [-1.578, -1.626, -0.721], [-1.647, -3.290, -0.769]],
  "forces_ev_per_a": [[0.929, 0.602, 1.901], [0.412, -2.003, -2.328], [1.717, 0.076, -0.005], [0.707, -1.080, 1.216], [0.276, -0.170, 1.109], [-2.290, 0.561, -2.035], [-2.064, -1.428, -0.072], [3.252, 1.066, 0.147], [-1.977, -1.020, -0.144], [-0.466, -2.476, 0.840], [0.782, 1.398, -0.898], [0.385, -2.031, -1.050], [0.386, 0.231, -1.683], [-0.552, 0.097, 1.347], [-0.568, 0.325, -0.075], [0.158, 0.491, -1.198], [-0.146, 0.245, 0.558], [0.238, 0.771, 0.433], [-0.602, 0.681, 0.315], [1.112, 0.559, -0.629], [0.521, 0.464, 1.245], [-0.184, 0.596, -0.332], [0.219, -0.802, -0.160], [-0.854, 0.293, 1.628], [-1.762, -1.447, -0.017], [1.181, 0.704, -0.867], [-0.742, 0.585, 0.016], [0.930, 0.204, 1.013], [-0.435, 1.283, 0.014], [0.781, 0.693, 0.540], [-0.022, 0.620, -1.248], [-1.498, -0.385, -0.123], [-0.045, 0.769, 0.445], [0.220, -0.472, 0.101]]
}


{
  "formula": "C4H8O2",
  "method": "ωB97M-V with the def2-TZVPD basis set",
  "homo_lumo_gap_ev": 9.803,
  "lumo_energy_ev": 0.6956,
  "smiles": "C=CC(=C)O.O",
  "e_above_lowest_kj_mol": 253.9,
  "e_homo_ha": -0.3347,
  "species": ["C", "C", "C", "C", "O", "H", "H", "H", "H", "H", "H", "O", "H", "H"],
  "positions_angstrom": [[-0.247, -0.097, 1.189], [-0.060, -0.858, 0.134], [0.967, -0.492, -0.892], [1.967, -1.233, -1.353], [0.765, 0.775, -1.486], [0.170, 0.904, 1.110], [-0.769, -0.249, 2.123], [-0.552, -1.810, -0.040], [2.634, -0.898, -2.118], [2.124, -2.175, -0.843], [-0.099, 0.676, -1.943], [-2.108, 2.093, 1.286], [-2.430, 1.932, 2.182], [-2.362, 1.432, 0.652]],
  "forces_ev_per_a": [[0.333, 1.416, 0.171], [0.560, -1.107, -0.475], [-0.544, 0.996, -1.231], [-0.646, -0.399, 1.309], [-0.694, -0.740, -0.110], [0.377, -0.135, 0.342], [-0.469, -0.562, -0.365], [0.174, -0.183, 0.399], [0.162, 0.154, -0.273], [0.257, -0.128, -0.222], [0.673, 0.499, 0.428], [0.401, 1.233, 0.463], [-0.181, -0.432, -0.658], [-0.403, -0.612, 0.222]]
}


{
  "formula": "C38H92O22",
  "method": "ωB97M-V with the def2-TZVPD basis set",
  "homo_lumo_gap_ev": 9.752,
  "lumo_energy_ev": 0.5784,
  "smiles": "COC(=O)OC.COC(=O)OC.COCCOC.COCCOC.COCCOC.COCCOC.COCCOC.COCCOC.COCCOC.COCCOC",
  "e_homo_ha": -0.3371,
  "species": ["C", "O", "C", "O", "O", "C", "H", "H", "H", "H", "H", "H", "C", "O", "C", "O", "O", "C", "H", "H", "H", "H", "H", "H", "C", "O", "C", "C", "O", "C", "H", "H", "H", "H", "H", "H", "H", "H", "H", "H", "C", "O", "C", "C", "O", "C", "H", "H", "H", "H", "H", "H", "H", "H", "H", "H", "C", "O", "C", "C", "O", "C", "H", "H", "H", "H", "H", "H", "H", "H", "H", "H", "C", "O", "C", "C", "O", "C", "H", "H", "H", "H", "H", "H", "H", "H", "H", "H", "C", "O", "C", "C", "O", "C", "H", "H", "H", "H", "H", "H", "H", "H", "H", "H", "C", "O", "C", "C", "O", "C", "H", "H", "H", "H", "H", "H", "H", "H", "H", "H", "C", "O", "C", "C", "O", "C", "H", "H", "H", "H", "H", "H", "H", "H", "H", "H", "C", "O", "C", "C", "O", "C", "H", "H", "H", "H", "H", "H", "H", "H", "H", "H"],
  "positions_angstrom": [[-2.079, -5.919, 2.483], [-1.006, -5.084, 2.057], [0.208, -5.559, 2.237], [0.482, -6.654, 2.655], [1.103, -4.728, 1.723], [2.434, -5.071, 2.136], [-1.732, -6.843, 2.900], [-2.704, -6.155, 1.653], [-2.607, -5.343, 3.266], [3.111, -4.428, 1.605], [2.590, -6.146, 1.864], [2.515, -4.916, 3.204], [0.227, -0.747, 1.194], [0.468, 0.267, 2.202], [0.662, 1.575, 1.779], [0.824, 1.996, 0.668], [0.837, 2.360, 2.835], [0.369, 1.895, 4.062], [1.137, -0.869, 0.534], [-0.718, -0.473, 0.637], [0.110, -1.708, 1.682], [-0.656, 1.611, 3.907], [0.325, 2.753, 4.725], [0.966, 1.085, 4.502], [-3.660, 1.501, 2.805], [-2.452, 0.695, 2.639], [-2.447, -0.499, 3.436], [-2.869, -1.674, 2.602], [-4.266, -1.418, 2.425], [-4.940, -2.531, 1.880], [-3.530, 2.369, 2.099], [-3.735, 1.980, 3.801], [-4.509, 0.964, 2.416], [-3.035, -0.340, 4.357], [-1.438, -0.636, 3.864], [-2.524, -2.623, 3.001], [-2.355, -1.598, 1.667], [-5.885, -2.178, 1.408], [-5.031, -3.251, 2.607], [-4.345, -2.921, 1.073], [3.801, -2.247, -0.591], [4.021, -2.309, 0.784], [4.167, -1.030, 1.352], [4.879, -1.186, 2.743], [4.160, -1.893, 3.661], [4.902, -2.429, 4.680], [3.982, -3.236, -0.929], [4.618, -1.513, -0.937], [2.771, -1.863, -0.999], [3.175, -0.575, 1.421], [4.854, -0.371, 0.761], [5.109, -0.187, 3.061], [5.807, -1.646, 2.511], [4.415, -3.176, 5.252], [5.178, -1.713, 5.396], [5.832, -2.787, 4.341], [-0.121, 5.893, 3.354], [-0.739, 7.035, 2.874], [-1.506, 6.873, 1.652], [-0.783, 6.542, 0.295], [0.112, 7.573, -0.155], [0.948, 7.034, -1.166], [0.446, 6.060, 4.285], [0.581, 5.340, 2.723], [-0.745, 5.033, 3.579], [-2.026, 7.860, 1.561], [-2.213, 6.003, 1.714], [-1.592, 6.387, -0.451], [-0.127, 5.622, 0.420], [1.614, 7.882, -1.475], [0.356, 6.600, -2.057], [1.578, 6.300, -0.762], [7.179, -1.624, -3.168], [6.011, -0.910, -2.778], [5.277, -0.304, -3.876], [3.814, -0.146, -3.380], [3.790, 0.627, -2.189], [3.000, 1.740, -2.219], [7.001, -2.700, -3.297], [7.865, -1.592, -2.375], [7.622, -1.185, -4.110], [5.296, -0.903, -4.711], [5.740, 0.616, -4.225], [3.396, -1.110, -3.185], [3.304, 0.327, -4.180], [1.903, 1.500, -2.135], [3.142, 2.409, -3.095], [3.205, 2.413, -1.393], [-2.069, -0.024, -2.862], [-3.343, 0.657, -2.820], [-4.415, -0.365, -2.765], [-5.724, 0.400, -2.756], [-6.810, -0.463, -2.969], [-8.060, 0.185, -3.012], [-1.389, 0.567, -3.462], [-2.226, -0.988, -3.322], [-1.655, -0.123, -1.857], [-4.227, -1.080, -1.929], [-4.329, -0.925, -3.717], [-5.626, 1.116, -3.573], [-5.839, 0.937, -1.797], [-8.147, 0.898, -3.924], [-8.297, 0.731, -2.149], [-8.921, -0.529, -3.090], [1.050, -2.113, 4.591], [-0.237, -2.292, 5.131], [-0.458, -3.655, 5.503], [-1.819, -3.841, 6.214], [-2.835, -3.600, 5.326], [-4.170, -3.605, 5.931], [1.775, -2.099, 5.400], [0.969, -1.125, 4.131], [1.402, -2.946, 3.923], [0.340, -3.986, 6.175], [-0.598, -4.231, 4.598], [-1.793, -3.163, 7.049], [-1.848, -4.769, 6.690], [-4.160, -2.967, 6.811], [-4.472, -4.649, 6.100], [-4.786, -3.152, 5.127], [-6.967, 3.994, -3.018], [-6.049, 4.687, -2.255], [-5.020, 3.946, -1.581], [-4.178, 4.976, -0.820], [-3.198, 4.458, 0.005], [-2.152, 3.643, -0.591], [-7.330, 3.081, -2.544], [-6.673, 3.828, -4.084], [-7.915, 4.611, -3.057], [-4.325, 3.285, -2.191], [-5.591, 3.249, -0.845], [-4.814, 5.560, -0.183], [-3.779, 5.712, -1.566], [-1.462, 3.274, 0.153], [-1.585, 4.243, -1.373], [-2.647, 2.776, -0.962], [4.764, -3.856, -6.226], [4.489, -2.588, -6.743], [5.608, -1.991, -7.387], [5.236, -0.678, -7.954], [5.177, 0.255, -6.854], [4.844, 1.516, -7.315], [3.807, -4.214, -5.848], [5.520, -3.881, -5.477], [5.064, -4.596, -7.047], [6.020, -2.693, -8.050], [6.402, -1.839, -6.650], [4.199, -0.583, -8.359], [5.957, -0.386, -8.670], [5.631, 1.902, -8.032], [4.962, 2.190, -6.532], [3.879, 1.541, -7.810]],
  "forces_ev_per_a": [[-0.283, 0.662, 1.154], [-0.340, 0.542, -0.150], [0.452, -1.096, -1.074], [-0.169, -0.160, 0.765], [-0.070, 0.827, 0.395], [0.036, -1.274, -0.669], [0.401, -0.369, 0.242], [-0.502, 0.149, -0.663], [-0.041, -0.343, -0.456], [0.141, 0.358, -0.172], [0.181, 0.980, 0.442], [0.182, -0.113, 0.235], [0.227, 0.814, -1.131], [0.055, 0.761, -1.080], [0.844, -1.261, 0.320], [-0.519, -0.736, -0.077], [0.407, 0.434, -0.823], [-0.709, 0.019, 1.317], [-1.146, 0.471, 0.416], [1.238, -0.353, 0.383], [-0.173, 0.103, 0.457], [-0.443, -0.607, 0.263], [0.404, 0.106, 0.135], [-0.108, 0.286, -0.237], [1.690, 1.202, -1.424], [-0.948, 0.524, 0.707], [1.252, 0.626, 0.874], [-0.423, 1.422, 0.636], [0.107, -0.880, -0.005], [-0.009, 2.313, -2.064], [0.060, -0.747, 0.577], [-0.188, -0.808, -0.218], [-0.502, -0.292, 0.587], [-0.369, -0.320, -0.518], [-0.150, 0.002, -0.645], [-0.789, -0.392, 0.623], [0.186, 0.167, -1.007], [0.414, -0.386, 0.745], [-0.750, -1.917, 1.637], [0.318, -0.490, -0.598], [0.590, 2.458, -1.078], [-0.490, 0.082, 0.815], [0.635, -0.175, 1.370], [-0.838, 1.007, -2.416], [-2.012, -0.669, -0.152], [0.475, 0.246, 0.399], [0.060, -0.831, -0.758], [-1.392, -1.221, -0.481], [1.513, -0.566, 1.172], [0.124, 0.342, 0.191], [-0.586, -0.482, 0.102], [0.100, 0.843, 0.542], [1.108, -0.773, -0.105], [-0.972, -0.960, 0.006], [0.302, 1.585, 1.196], [1.263, -0.973, -0.735], [1.103, -1.711, 0.674], [-0.273, -0.118, -1.261], [0.166, 0.018, -0.495], [1.047, 0.179, 1.243], [-0.652, -0.719, -0.062], [-0.863, 1.956, -1.395], [-0.383, 0.619, -0.358], [0.406, 0.831, -0.790], [-1.271, 0.136, 0.256], [0.214, -1.002, -0.039], [0.237, 0.864, 0.394], [0.485, -0.118, 0.370], [-1.128, 0.594, -0.142], [-0.724, -0.767, -0.125], [0.821, 0.722, 1.201], [0.863, -1.430, 0.561], [-0.904, 0.403, -1.630], [0.108, 0.177, -0.827], [-0.463, 0.227, 2.943], [2.260, 0.663, 0.164], [0.875, -0.856, -0.117], [-1.997, 1.609, -0.289], [-0.372, 0.108, -0.416], [1.112, 0.479, 1.076], [-0.255, -0.500, 0.941], [-0.167, -1.805, -1.868], [0.020, 0.501, 0.483], [-0.312, -0.757, 0.109], [-0.916, 0.553, -0.727], [0.738, 0.111, -0.205], [0.030, -0.605, -0.078], [0.269, -0.321, 0.489], [-0.909, 0.777, 0.194], [-0.554, -1.496, 0.304], [1.306, 0.442, -0.536], [0.269, 0.169, 0.516], [-0.451, -0.547, 0.033], [-0.841, -0.061, -2.686], [0.127, 0.156, -0.138], [0.320, -0.423, -0.129], [-0.020, -0.157, 0.068], [-0.371, 0.659, -0.333], [-0.249, 0.002, 0.423], [-0.208, 0.322, -0.020], [0.023, -0.002, -0.281], [0.259, -1.011, 1.322], [0.132, 1.090, 1.533], [1.188, 0.106, -0.199], [0.170, -0.093, -0.052], [-0.718, -1.222, 0.381], [-1.400, 0.572, 0.314], [2.147, 1.896, -0.147], [-1.722, 0.070, -0.105], [1.179, 0.159, -1.864], [0.350, 0.215, 0.239], [0.664, -0.395, -0.360], [-0.661, 0.885, 0.070], [0.064, -0.299, -0.258], [0.772, -0.525, -0.436], [-0.416, 0.947, 0.528], [-0.144, -2.182, 0.375], [-0.195, -0.172, 0.210], [-0.067, 0.370, 0.331], [0.053, -0.299, 0.727], [-1.914, 0.405, -0.836], [1.538, 0.295, 0.229], [-0.912, -1.386, 0.925], [-0.147, 0.487, -1.390], [1.473, -0.756, 0.852], [-0.609, 1.484, -0.600], [0.440, -0.432, -0.007], [0.124, -0.131, 0.817], [1.075, -0.295, -0.069], [-1.145, 0.814, 0.035], [1.170, 0.860, -0.879], [-0.487, 0.219, 0.381], [0.012, -0.564, 0.258], [0.103, 0.449, 0.515], [-0.706, -0.884, 0.709], [-0.017, -0.762, -0.949], [-0.880, -1.290, -1.818], [0.173, 0.556, -0.166], [-0.690, -0.376, 1.744], [-1.992, 0.908, 1.356], [0.644, -0.851, -0.307], [1.562, 0.173, -1.951], [0.172, -0.106, 0.298], [0.693, 0.205, 0.810], [-0.188, 0.904, 0.804], [0.414, -0.810, -1.586], [0.121, 0.275, 0.191], [0.779, -0.893, -0.366], [0.831, 0.601, -0.900], [-0.753, -0.515, 0.136], [-0.522, 1.124, 1.649], [-0.371, 0.164, 0.043]]
}